1.
2 unconnected molecules or ions with the total composition H3O3P3 in a non-equilibrium geometry, computed with the ωB97M-V functional and the def2-TZVPD basis.

Summary:
LUMO level: 7.05 eV
Energy relative to the best compared isomer or geometry (same formula, charge and spin): 2.109 eV
Charge: -2
Largest force on an atom: 3.14 eV/Å

Atoms and positions in Å:
O 1.26647 -2.53025 0.60142
O -1.18315 -1.79610 0.01052
O 0.41988 -0.29358 1.60022
P -1.07795 0.88929 -0.70279
P 0.95198 0.55397 0.02065
P 0.26619 -1.47875 0.40314
H -0.91150 2.42584 -0.47535
H -1.56723 0.54031 0.51601
H 1.83531 1.68928 -1.97382

From a Löwdin analysis of the wavefunction, the atomic charges in e read: -0.460, -0.547, -0.734, 0.291, 0.239, 0.001, -0.184, -0.219, -0.387


2.
A gas-phase ion, H3O3P3 (charge -2) in a non-equilibrium geometry, computed with the ωB97M-V functional and the def2-TZVPD basis.

Summary:
SMILES: O=[P@@H]([O-])P([O-])#[PH2]
LUMO level: 7.56 eV
Energy relative to the best compared isomer or geometry (same formula, charge and spin): 1.058 eV
Charge: -2
Largest force on an atom: 3.88 eV/Å

Atoms and positions in Å:
O 2.50359 -0.76037 0.44616
O 0.48368 -1.37098 -1.11014
O -0.91053 -1.27921 1.50384
P -1.58380 1.25767 -0.07036
P -0.40888 0.17992 1.45357
P 1.09711 -0.51839 -0.03681
H -1.85305 0.13066 -0.72623
H -0.50281 1.51887 -0.75432
H 1.17470 0.84182 -0.70572

From a Löwdin analysis of the wavefunction, the atomic charges in e read: -0.576, -0.540, -0.821, 0.342, 0.137, 0.083, -0.227, -0.317, -0.081


3.
A molecular structure, H3O3P3 in a non-equilibrium geometry, computed with the ωB97M-V functional and the def2-TZVPD basis.

Summary:
LUMO level: 7.21 eV
Energy relative to the best compared isomer or geometry (same formula, charge and spin): 1.320 eV
Charge: -2
Largest force on an atom: 3.07 eV/Å

Atoms and positions in Å:
O -0.09201 -1.82064 1.72223
O 1.51946 0.97380 1.65010
O 1.74006 -0.70347 -0.33060
P -0.38788 0.72661 -2.28704
P -1.00752 0.58324 -0.30625
P 0.91559 -0.01193 0.68834
H -0.74852 -1.28713 1.36490
H -1.20668 -0.28573 -2.59441
H -0.73250 1.82525 0.09274

From a Löwdin analysis of the wavefunction, the atomic charges in e read: -0.477, -0.501, -0.528, 0.034, 0.154, 0.246, -0.255, -0.421, -0.251


4.
A molecular structure, H3O4PSi in a non-equilibrium geometry, computed with the ωB97M-V functional and the def2-TZVPD basis.

Summary:
LUMO level (spin up / spin down): 6.79 / 4.27 eV
Energy relative to the best compared isomer or geometry (same formula, charge and spin): 0.290 eV
Charge: -2
Expectation value of S²: 2.01
Multiplicity: 3
Largest force on an atom: 4.28 eV/Å

Atoms and positions in Å:
O 1.59452 2.08064 0.54107
O 1.92771 0.38453 -1.30470
O 2.21329 -0.31464 1.07800
O -2.78499 0.28977 0.23438
Si -1.52849 -0.55967 0.02591
P 1.69268 0.66513 0.14540
H -1.59239 -1.98156 0.62281
H -1.53710 -0.89092 -1.34588
H 0.01477 0.32672 0.00301

From a Löwdin analysis of the wavefunction, the atomic charges in e read: -0.447, -0.440, -0.426, -0.501, 0.244, -0.083, -0.171, -0.130, -0.046


5.
A molecular structure, H3O5P2 in a non-equilibrium geometry, computed with the ωB97M-V functional and the def2-TZVPD basis.

Summary:
LUMO level: 3.66 eV
Energy relative to the best compared isomer or geometry (same formula, charge and spin): 1.618 eV
Charge: -1
Largest force on an atom: 4.58 eV/Å

Atoms and positions in Å:
O -0.22266 2.56671 0.35302
O -0.36979 1.25579 -1.85370
O -1.25265 -0.80410 1.03334
O 0.27751 -1.80010 -0.71332
O 0.88165 -2.05056 1.68428
P 0.35423 -0.93685 0.67450
P 0.31076 1.50611 -0.52639
H -1.53201 0.02879 1.32805
H -0.05596 -1.32131 -1.39754
H 1.60892 1.55552 -0.58223

From a Löwdin analysis of the wavefunction, the atomic charges in e read: -0.432, -0.437, -0.247, -0.224, -0.487, 0.525, 0.395, -0.003, -0.041, -0.048


6.
H3OPS in the gas phase in a non-equilibrium geometry, computed with the ωB97M-V functional and the def2-TZVPD basis.

Summary:
SMILES: O[PH2]=S
LUMO level: -0.43 eV
Energy relative to the best compared isomer or geometry (same formula, charge and spin): 2.157 eV
Largest force on an atom: 8.01 eV/Å

Atoms and positions in Å:
O 0.93135 0.59659 -0.55942
P -0.26814 -0.30378 -0.18143
S -0.12873 -1.34483 2.08008
H 1.25189 1.29211 0.06361
H -0.46991 -0.78436 -1.33873
H -1.31647 0.54428 -0.06412

From a Löwdin analysis of the wavefunction, the atomic charges in e read: -0.341, 0.560, -0.196, 0.108, -0.075, -0.056


7.
2 unconnected molecules or ions with the total composition H3OPS2 in a non-equilibrium geometry, computed with the ωB97M-V functional and the def2-TZVPD basis.

Summary:
LUMO level (spin up / spin down): -2.35 / -2.36 eV
Energy relative to the best compared isomer or geometry (same formula, charge and spin): 3.488 eV
Largest force on an atom: 2.07 eV/Å

Atoms and positions in Å:
O 1.14825 -1.48717 -1.50939
P 1.81885 -0.49389 -0.38564
S -2.49703 1.40182 2.11289
S 0.42587 0.83461 -0.02777
H 0.50454 -0.83459 -1.86095
H 1.84176 -1.29411 0.69982
H -3.24224 1.87333 0.97104

From a Löwdin analysis of the wavefunction, the atomic charges in e read: -0.418, 0.360, 0.214, 0.162, -0.002, -0.087, -0.228


8.
2 unconnected molecules or ions with the total composition H3P3 in a non-equilibrium geometry, computed with the ωB97M-V functional and the def2-TZVPD basis.

Summary:
LUMO level: -0.68 eV
Energy relative to the best compared isomer or geometry (same formula, charge and spin): 0.884 eV
Largest force on an atom: 2.39 eV/Å

Atoms and positions in Å:
P -2.92152 1.36071 0.04459
P -2.41262 -0.49184 0.01860
P 1.02641 -0.30775 -0.48490
H 0.92529 0.86234 0.25448
H 0.92796 -1.24428 0.77599
H 2.45448 -0.17918 -0.60876

From a Löwdin analysis of the wavefunction, the atomic charges in e read: 0.033, 0.002, 0.486, -0.221, -0.112, -0.189